# 1
{
  "formula": "C22H33N4O6PPd",
  "method": "ωB97M-V with the def2-TZVPD basis set",
  "e_homo_ev": [-6.27, -7.19],
  "e_lumo_ha": [-0.008, -0.042],
  "energy_ha": -1997.510968,
  "max_force_ev_per_a": 4.06,
  "spin_multiplicity": 3,
  "elements": ["O", "H", "Pd", "N", "N", "N", "N", "O", "O", "O", "O", "C", "C", "C", "C", "C", "H", "H", "H", "C", "H", "H", "H", "C", "C", "H", "H", "H", "H", "H", "H", "H", "H", "C", "H", "H", "H", "O", "H", "H", "C", "P", "C", "C", "C", "C", "C", "C", "C", "C", "C", "C", "C", "C", "H", "H", "H", "H", "H", "H", "H", "H", "H", "H", "H", "H", "H"],
  "xyz": [[0.03, -0.85, -4.54], [-0.16, -0.81, -5.50], [-0.26, 0.22, -1.15], [1.07, -1.11, -1.88], [-1.22, -1.60, -0.81], [0.39, 2.18, -1.06], [-1.70, 1.21, 0.02], [2.25, -0.82, -2.16], [1.58, 2.53, -1.39], [-2.62, 0.60, 0.78], [-2.30, -1.76, -0.14], [-0.60, -2.69, -1.35], [0.61, -2.42, -2.00], [-0.46, 3.09, -0.50], [-1.58, 2.53, 0.16], [1.41, -3.35, -2.82], [1.37, -3.02, -3.88], [1.02, -4.37, -2.75], [2.46, -3.32, -2.50], [-1.23, -4.03, -1.19], [-2.30, -3.98, -1.41], [-1.11, -4.40, -0.16], [-0.76, -4.75, -1.86], [-0.07, 4.52, -0.45], [-2.48, 3.34, 1.05], [0.59, 4.75, -1.29], [0.47, 4.75, 0.49], [-0.97, 5.16, -0.49], [-3.25, 2.70, 1.50], [-2.96, 4.14, 0.47], [-1.90, 3.82, 1.85], [1.58, 1.68, -2.85], [-2.59, -0.40, 0.43], [-1.51, 0.31, -2.99], [-1.21, -0.42, -3.74], [-1.38, 1.35, -3.31], [-2.53, 0.14, -2.60], [1.15, 1.33, -3.68], [0.62, -0.07, -4.32], [1.32, 1.99, -4.38], [2.71, 0.01, 0.76], [0.91, -0.06, 0.92], [0.61, -1.70, 1.67], [1.57, -2.72, 1.55], [1.25, -4.04, 1.90], [0.00, -4.33, 2.45], [-0.94, -3.32, 2.61], [-0.66, -2.03, 2.17], [0.64, 1.23, 2.20], [-0.32, 1.11, 3.20], [-0.62, 2.19, 4.03], [0.07, 3.40, 3.90], [1.07, 3.52, 2.92], [1.36, 2.44, 2.09], [3.07, -0.77, 0.08], [3.14, -0.11, 1.76], [2.99, 0.98, 0.33], [2.57, -2.49, 1.18], [1.99, -4.82, 1.75], [-0.24, -5.36, 2.76], [-1.91, -3.52, 3.07], [-1.44, -1.27, 2.26], [-0.83, 0.16, 3.36], [-1.39, 2.08, 4.79], [-0.16, 4.24, 4.55], [1.63, 4.45, 2.81], [2.15, 2.55, 1.34]],
  "lowdin_charge": [-0.136, 0.075, 0.929, -0.214, -0.165, -0.224, -0.145, -0.034, -0.191, -0.078, -0.091, -0.238, -0.237, -0.287, -0.263, -0.014, 0.093, 0.073, 0.089, -0.001, 0.094, 0.081, 0.073, -0.029, -0.003, 0.082, 0.074, 0.081, 0.081, 0.091, 0.081, 0.018, 0.051, -0.078, -0.045, 0.005, 0.003, -0.117, 0.016, 0.078, -0.238, 1.025, -0.322, -0.081, -0.080, -0.093, -0.072, -0.121, -0.318, -0.079, -0.079, -0.090, -0.087, -0.096, 0.031, 0.071, 0.042, 0.092, 0.105, 0.108, 0.114, 0.088, 0.085, 0.108, 0.105, 0.109, 0.097]
}


# 2
{
  "formula": "C22H34BCl3CsF18GaLiMgN2NaO13PS2",
  "method": "ωB97M-V with the def2-TZVPD basis set",
  "e_homo_ev": -10.92,
  "e_lumo_ha": -0.330,
  "energy_ha": -8601.590952,
  "total_charge": 1,
  "max_force_ev_per_a": 12.06,
  "elements": ["C", "C", "C", "Ga", "C", "C", "C", "C", "C", "C", "O", "N", "O", "C", "O", "C", "F", "F", "C", "F", "F", "C", "F", "F", "C", "O", "O", "H", "H", "H", "H", "H", "H", "H", "H", "H", "H", "H", "H", "H", "H", "H", "H", "H", "H", "H", "Cs", "F", "P", "F", "F", "F", "F", "F", "C", "Cl", "Cl", "Cl", "H", "C", "C", "O", "C", "O", "O", "C", "H", "H", "H", "H", "H", "H", "H", "H", "Na", "Mg", "N", "S", "O", "O", "F", "S", "O", "O", "F", "C", "C", "O", "C", "H", "H", "H", "H", "H", "H", "B", "F", "F", "F", "F", "Li"],
  "xyz": [[0.63, 1.68, 2.02], [-0.78, 2.06, 2.26], [-1.75, 1.12, 2.94], [-2.92, 0.23, 1.41], [-4.35, 1.54, 0.99], [-5.67, 0.85, 0.63], [-6.54, 0.61, 1.86], [-7.32, -0.70, 1.80], [-8.20, -0.92, 3.01], [-1.62, -0.03, -0.14], [-2.15, -0.82, -1.23], [-3.02, 0.02, -2.02], [-4.03, -0.49, -2.24], [-3.59, -1.50, 2.31], [-4.11, -1.41, 3.40], [-3.50, -2.98, 1.79], [-4.68, -3.57, 2.11], [-3.35, -3.03, 0.45], [-2.43, -3.88, 2.43], [-2.40, -3.68, 3.78], [-2.75, -5.16, 2.21], [-0.99, -3.72, 1.94], [-0.82, -4.25, 0.73], [-0.69, -2.39, 1.90], [-0.01, -4.44, 2.92], [0.23, -5.58, 2.79], [0.57, -3.67, 3.87], [1.01, 1.52, 1.01], [1.33, 1.50, 2.86], [-1.20, 3.03, 1.91], [-2.38, 1.59, 3.69], [-1.16, 0.25, 3.37], [-4.51, 2.11, 1.91], [-3.99, 2.21, 0.21], [-5.50, -0.12, 0.16], [-6.21, 1.50, -0.05], [-5.91, 0.59, 2.75], [-7.24, 1.43, 1.98], [-6.59, -1.50, 1.71], [-7.92, -0.67, 0.89], [-8.79, -0.05, 3.25], [-7.61, -1.24, 3.86], [-8.90, -1.73, 2.82], [-1.40, 0.97, -0.54], [-0.65, -0.45, 0.10], [-0.17, -3.17, 4.23], [0.57, -0.17, 3.40], [1.72, 5.90, 1.46], [2.55, 4.84, 0.50], [3.70, 6.30, 0.36], [2.80, 3.24, 0.28], [2.79, 4.98, -1.10], [0.96, 4.49, 0.11], [3.42, 4.59, 1.81], [2.58, -4.21, 7.34], [4.31, -3.95, 7.23], [2.16, -5.09, 8.80], [1.71, -2.67, 7.27], [2.27, -4.80, 6.49], [0.63, -3.93, -2.70], [0.47, -2.43, -2.81], [1.75, -1.75, -2.64], [2.57, -1.76, -3.66], [2.33, -2.24, -4.75], [3.68, -1.13, -3.35], [4.67, -1.07, -4.39], [1.12, -4.19, -1.76], [-0.35, -4.40, -2.73], [1.23, -4.34, -3.51], [-0.16, -2.07, -2.00], [0.01, -2.14, -3.75], [4.25, -0.68, -5.31], [5.09, -2.06, -4.56], [5.45, -0.41, -4.02], [0.36, 3.97, 1.88], [4.44, 7.78, -0.43], [6.73, 5.96, 4.83], [8.18, 6.22, 4.20], [8.13, 7.12, 3.10], [8.98, 5.06, 4.11], [8.75, 7.05, 5.39], [5.71, 5.17, 3.95], [4.39, 5.29, 4.46], [6.15, 3.91, 3.46], [5.69, 6.09, 2.61], [0.87, 2.69, -6.04], [1.68, 1.53, -6.58], [2.77, 1.70, -7.07], [1.07, 0.16, -6.45], [1.41, 3.62, -6.19], [-0.09, 2.75, -6.57], [0.67, 2.55, -4.98], [0.11, 0.12, -6.98], [0.89, -0.06, -5.39], [1.72, -0.59, -6.87], [1.67, -3.39, -8.15], [1.66, -4.74, -7.74], [2.99, -2.92, -7.74], [1.49, -3.19, -9.48], [0.75, -2.71, -7.35], [2.63, -3.62, -6.07]],
  "lowdin_charge": [-0.506, -0.234, -0.282, 0.566, -0.223, -0.276, -0.237, -0.269, -0.103, -0.253, -0.211, -0.013, 0.107, -0.225, 0.062, -0.405, 0.134, 0.130, -0.352, 0.147, 0.187, -0.350, 0.182, 0.025, -0.413, 0.238, 0.086, 0.077, -0.122, 0.097, 0.089, -0.231, 0.051, 0.052, 0.085, 0.109, 0.099, 0.116, 0.092, 0.114, 0.072, 0.072, 0.070, 0.060, 0.044, 0.082, 1.695, -0.141, 0.510, -0.360, -0.129, -0.118, -0.204, -0.096, -1.556, 0.547, 0.558, 0.496, 0.007, -0.043, -0.168, 0.067, -0.614, 0.020, 0.033, 0.006, 0.084, 0.094, 0.070, 0.101, 0.131, 0.100, 0.102, 0.099, 0.498, 1.538, -0.268, 0.481, -0.290, -0.237, -0.141, 0.468, -0.284, -0.261, -0.254, -0.028, -0.496, 0.073, -0.013, 0.074, 0.085, 0.076, 0.101, 0.078, 0.067, -1.260, 0.085, -0.005, 0.198, 0.108, 0.772]
}


# 3
{
  "formula": "C22H34ClOSi",
  "method": "ωB97M-V with the def2-TZVPD basis set",
  "e_homo_ev": -11.07,
  "e_lumo_ha": -0.210,
  "energy_ha": -1683.369903,
  "total_charge": 1,
  "max_force_ev_per_a": 1.24,
  "elements": ["C", "C", "C", "Si", "C", "C", "C", "C", "C", "C", "O", "C", "C", "H", "H", "H", "H", "H", "H", "H", "H", "H", "H", "H", "H", "H", "H", "H", "H", "H", "H", "H", "H", "H", "H", "H", "H", "Cl", "C", "C", "C", "C", "C", "C", "C", "C", "C", "C", "C", "H", "H", "H", "H", "H", "H", "H", "H", "H", "H"],
  "xyz": [[-2.48, 0.85, 0.28], [-3.03, -0.53, -0.08], [-3.32, -1.36, 1.17], [-1.99, -1.45, -1.38], [-1.69, -3.27, -0.93], [-0.20, -3.60, -0.89], [-2.43, -4.27, -1.83], [-2.88, -1.39, -3.05], [-2.06, -0.70, -4.14], [-4.29, -0.78, -3.00], [-0.51, -0.63, -1.52], [0.39, -0.35, -0.54], [1.43, 0.49, -0.73], [-3.23, 1.38, 0.89], [-1.57, 0.77, 0.89], [-2.28, 1.46, -0.60], [-3.99, -0.38, -0.61], [-3.98, -0.79, 1.83], [-3.83, -2.30, 0.92], [-2.40, -1.59, 1.71], [-2.09, -3.36, 0.09], [-0.07, -4.65, -0.58], [0.25, -3.49, -1.88], [0.35, -2.97, -0.18], [-2.31, -5.28, -1.43], [-3.50, -4.05, -1.89], [-2.01, -4.26, -2.84], [-2.99, -2.45, -3.33], [-2.59, -0.78, -5.09], [-1.93, 0.36, -3.91], [-1.08, -1.17, -4.26], [-4.77, -0.90, -3.98], [-4.93, -1.28, -2.26], [-4.24, 0.29, -2.77], [0.20, -0.80, 0.44], [2.07, 0.71, 0.13], [1.65, 0.94, -1.70], [7.12, 4.66, -0.35], [5.82, 3.90, 0.45], [4.62, 4.60, 0.63], [3.54, 3.98, 1.25], [3.63, 2.63, 1.68], [2.53, 2.00, 2.33], [2.63, 0.66, 3.01], [1.31, 0.55, 3.86], [0.61, 1.86, 3.60], [1.32, 2.64, 2.71], [4.89, 1.97, 1.55], [5.96, 2.59, 0.93], [4.53, 5.63, 0.30], [2.62, 4.53, 1.42], [2.72, -0.19, 2.32], [3.51, 0.64, 3.66], [0.72, -0.33, 3.58], [1.59, 0.44, 4.92], [-0.33, 2.13, 4.06], [1.03, 3.64, 2.38], [5.01, 0.96, 1.96], [6.91, 2.08, 0.82]],
  "lowdin_charge": [-0.115, -0.435, -0.125, 0.666, -0.435, -0.116, -0.123, -0.441, -0.119, -0.123, -0.157, -0.289, 0.039, 0.079, 0.051, 0.083, 0.083, 0.079, 0.076, 0.073, 0.086, 0.082, 0.089, 0.054, 0.082, 0.078, 0.082, 0.080, 0.081, 0.079, 0.075, 0.084, 0.073, 0.083, 0.105, 0.014, 0.069, 0.777, -0.637, -0.062, 0.031, -0.171, -0.104, -0.100, -0.117, 0.063, 0.012, 0.026, -0.060, 0.119, 0.118, 0.141, 0.143, 0.131, 0.135, 0.133, 0.126, 0.129, 0.120]
}